No. 1
Density functional theory data (the ωB97M-V functional and the def2-TZVPD basis) for a cluster of 15 separate species, C19H37Cl20N5O8 in total.

Structure (ORCA input):
```
! wB97M-V def2-TZVPD RIJCOSX def2/J DEFGRID3
* xyz 0 1
N -33.356 7.084 -11.351
C -33.316 7.064 -12.703
C -34.295 7.753 -13.477
C -35.310 8.444 -12.769
C -35.311 8.445 -11.402
C -34.338 7.764 -10.770
H -32.478 6.505 -13.093
H -34.318 7.722 -14.556
H -36.071 9.000 -13.295
H -36.158 8.814 -10.843
H -34.376 7.738 -9.691
C -28.322 10.710 -14.313
N -28.894 10.739 -12.908
O -28.500 9.891 -12.123
O -29.530 11.719 -12.537
H -29.182 10.420 -14.917
H -27.586 9.915 -14.192
H -27.946 11.716 -14.497
C -35.125 10.825 -5.578
N -36.384 10.574 -4.974
O -36.918 11.440 -4.222
O -36.942 9.494 -5.111
H -35.128 10.345 -6.557
H -34.425 10.160 -5.071
H -34.802 11.862 -5.666
C -29.053 14.467 -8.477
N -28.876 13.297 -7.519
O -28.140 13.387 -6.500
O -29.194 12.180 -7.910
H -29.185 15.303 -7.790
H -29.956 14.234 -9.042
H -28.131 14.678 -9.017
C -35.150 2.466 -12.290
N -36.528 2.573 -12.890
O -36.974 3.641 -12.952
O -37.146 1.604 -13.343
H -34.598 3.401 -12.383
H -34.627 1.684 -12.841
H -35.245 2.308 -11.216
C -31.494 6.385 -8.840
Cl -31.866 5.140 -7.547
Cl -30.146 7.457 -8.189
H -31.251 5.930 -9.801
H -32.302 7.116 -8.848
C -28.245 10.375 -4.962
Cl -29.851 11.057 -4.745
Cl -27.950 9.536 -3.398
H -28.190 9.777 -5.871
H -27.599 11.244 -5.092
C -35.916 3.952 -7.448
Cl -35.891 4.774 -9.012
Cl -35.500 2.235 -7.584
H -35.257 4.371 -6.688
H -36.901 3.975 -6.982
C -28.587 6.427 -12.576
Cl -28.783 7.418 -13.947
Cl -30.076 5.663 -12.112
H -27.837 5.669 -12.804
H -28.376 7.027 -11.691
C -27.552 2.699 -7.319
Cl -27.372 4.453 -7.431
Cl -28.946 2.379 -6.268
H -27.738 2.320 -8.324
H -26.680 2.336 -6.776
C -31.625 7.898 -4.240
Cl -33.165 7.234 -4.948
Cl -30.402 6.575 -4.231
H -31.283 8.756 -4.818
H -31.793 8.190 -3.203
C -37.402 7.198 -7.142
Cl -38.196 8.007 -8.552
Cl -35.706 7.470 -7.084
H -37.790 7.396 -6.143
H -37.584 6.123 -7.126
C -27.070 9.451 -8.997
Cl -25.752 8.785 -8.089
Cl -26.717 11.121 -9.340
H -27.302 8.895 -9.905
H -27.968 9.316 -8.395
C -32.393 3.007 -2.800
Cl -32.891 3.191 -4.525
Cl -33.435 1.830 -2.024
H -31.366 2.647 -2.743
H -32.462 3.982 -2.318
C -31.014 2.731 -9.537
Cl -32.643 2.212 -10.053
Cl -29.666 2.051 -10.534
H -31.032 3.817 -9.631
H -30.758 2.451 -8.515
*
```

As for the HOMO energy: -0.364 Eh. The energy comes out at -10825.20662 hartree. The calculation puts the HOMO-LUMO gap at 9.60 eV.


No. 2
Density functional theory data (the ωB97M-V functional and the def2-TZVPD basis) for a structure of composition C19H37ClSi4Sm.

Structure (ORCA input):
```
! wB97M-V def2-TZVPD RIJCOSX def2/J DEFGRID3
* xyz -1 6
C -3.318 -1.434 -2.834
C -2.204 -1.725 -3.692
C -1.428 -0.532 -3.835
H -2.016 -2.649 -4.234
C -2.070 0.511 -3.095
C -3.245 -0.040 -2.485
H -3.981 0.527 -1.931
H -4.118 -2.129 -2.594
H -0.648 -0.374 -4.577
H -1.811 1.570 -3.134
Sm -1.344 -1.307 -1.300
Cl -0.121 -3.485 -1.499
C 3.385 -0.291 -2.571
C 2.787 0.929 -3.015
C 2.158 0.669 -4.272
H 2.873 1.900 -2.531
C 2.367 -0.709 -4.594
C 3.125 -1.300 -3.543
H 3.443 -2.341 -3.486
H 4.029 -0.397 -1.698
H 1.631 1.398 -4.874
H 1.981 -1.218 -5.471
C -3.396 -0.625 0.971
Si -1.794 -0.955 1.924
C -1.981 -0.361 3.709
C -1.486 -2.816 1.876
Si 0.040 0.067 0.850
Si -0.247 2.365 1.018
C -0.079 2.851 2.827
C 1.097 3.144 -0.040
C -1.930 2.794 0.301
Si 1.986 -0.576 1.919
C 1.708 -0.632 3.783
C 2.465 -2.242 1.206
C 3.280 0.705 1.454
H -4.173 -1.034 1.637
H -3.547 -1.133 -0.005
H -3.593 0.447 0.845
H -2.766 -0.956 4.207
H -1.061 -0.473 4.299
H -2.290 0.694 3.762
H -1.617 -3.301 0.895
H -0.475 -3.056 2.230
H -2.215 -3.257 2.572
H 0.888 2.545 3.254
H -0.138 3.949 2.861
H -0.885 2.439 3.449
H 0.918 2.933 -1.105
H 1.046 4.231 0.114
H 2.107 2.803 0.217
H -1.990 2.534 -0.765
H -2.762 2.312 0.829
H -2.048 3.884 0.392
H 0.993 -1.416 4.071
H 2.682 -0.866 4.241
H 1.360 0.330 4.186
H 2.669 -2.168 0.129
H 3.383 -2.576 1.709
H 1.694 -3.008 1.345
H 3.392 0.788 0.363
H 3.051 1.698 1.860
H 4.238 0.370 1.877
*
```

As for the HOMO energy (alpha / beta): -0.101 / -0.101 Eh. The energy comes out at -3022.38339 hartree. The calculation puts the energy above the lowest of the compared OMol25 structures with the same formula, charge and spin at 0.0 kJ/mol. The calculation puts the HOMO-LUMO gap (alpha / beta) at 4.75 / 4.77 eV. As for the expectation value of S²: 8.78.


The max |F| results, record by record, are as follows: 0.10736, 0.04387 Eh/bohr.